{"formula": "C2H4N4S2", "method": "the ωB97M-V functional and the def2-TZVPD basis", "smiles": "CSc1nnnn1S", "de_lowest_kcal_mol": 57.08, "lumo_ha": 0.0094, "species": ["C", "C", "H", "H", "H", "H", "N", "N", "N", "N", "S", "S"], "positions_angstrom": [[-2.26278, -0.22527, 0.00872], [0.33808, 0.18594, -0.25563], [-2.34494, -0.00200, 1.10999], [-3.26577, -0.83368, -0.21478], [-2.20599, 0.80886, -0.62769], [2.31539, -1.83148, 1.19817], [0.12689, 1.44511, -0.30396], [1.42353, 2.03004, -0.16007], [2.28746, 1.15453, -0.05342], [1.69783, -0.00645, -0.19226], [-0.67274, -1.20903, -0.29528], [2.56304, -1.51658, -0.21378]], "nbo_charge": [-0.75, 0.15, 0.23, 0.24, 0.27, 0.15, -0.35, -0.05, -0.03, -0.36, 0.28, 0.22]}